No. 1
Here is C3DyO2 as an isolated structure at a distorted geometry from the OMol25 dataset. Energies are from ωB97M-V with the def2-TZVPD basis set.

Values from the calculation:
- Kohn-Sham gap (alpha / beta): 6.32 / 6.86 eV
- ⟨S²⟩: 12.56

```
! wB97M-V def2-TZVPD RIJCOSX def2/J DEFGRID3
* xyz 0 7
O 0.8449 1.1893 0.2181
C 0.9303 -1.7778 1.7839
C 0.2291 -1.3217 0.8648
O -0.4084 -0.6482 -0.1010
C -0.0584 0.6813 -0.4122
Dy -1.5374 1.8771 -2.3536
*
```

No. 2
Here is an isolated ion of composition C9H12N3O3 and charge +1 at a distorted geometry from the OMol25 dataset. Energies are from ωB97M-V with the def2-TZVPD basis set.

Values from the calculation:
- Kohn-Sham gap: 9.25 eV
- ΔE to the lowest compared entry with this formula, charge and spin: 0.0 kcal/mol
- SMILES: CC1=[N+]2C(=O)C=C[C@]2(O)[C@]2(N1)N[C@@]2(C)O

```
! wB97M-V def2-TZVPD RIJCOSX def2/J DEFGRID3
* xyz 1 1
C -2.1032 -2.5406 0.0796
C -1.1701 -1.3775 0.2608
N -1.6011 -0.1213 0.3085
C -2.6526 0.4534 -0.4405
O -3.6776 -0.0937 -0.7028
C -2.0687 1.8420 -0.7807
C -0.8258 1.9400 -0.2966
C -0.4362 0.8057 0.5867
O -0.5377 1.2799 1.8900
C 0.7469 -0.1070 0.4158
N 0.1875 -1.4516 0.3923
N 1.9482 -0.0175 1.2292
C 2.1668 0.0513 -0.1742
C 2.5783 1.4039 -0.8398
O 2.7564 -1.0216 -0.7833
H -2.6782 -2.8774 1.0137
H -1.4889 -3.4188 -0.1174
H -2.9051 -2.3326 -0.7244
H -2.7821 2.4513 -1.2928
H -0.1769 2.7763 -0.4156
H 0.2400 1.1802 2.4282
H 0.8017 -2.1871 0.5831
H 2.4284 -0.7360 1.6682
H 3.6610 1.3408 -0.7619
H 2.0675 2.2280 -0.2802
H 2.1402 1.2737 -1.8665
H 3.3811 -0.7439 -1.3793
*
```

No. 3
Here is the molecule C4H7NO from the OMol25 dataset. Energies are from ωB97M-V with the def2-TZVPD basis set.

Values from the calculation:
- Kohn-Sham gap: 10.88 eV
- ΔE to the lowest compared entry with this formula, charge and spin: 41.1 kcal/mol
- SMILES: C[C@H]1CN1C=O

```
! wB97M-V def2-TZVPD RIJCOSX def2/J DEFGRID3
* xyz 0 1
C -1.7712 -0.3017 0.4574
C -0.3361 -0.5352 0.0711
C 0.2366 0.1603 -1.1076
N 0.5987 0.5843 0.2210
C 1.9583 0.5642 0.5271
O 2.8255 0.5444 -0.3198
H -1.9399 -0.4367 1.5287
H -2.4149 -1.0015 -0.0870
H -2.0621 0.7151 0.1791
H 0.0577 -1.5342 0.2649
H 1.0050 -0.3539 -1.6790
H -0.3505 0.8948 -1.6501
H 2.1929 0.7002 1.5941
*
```

No. 4
Here is C24H29BrGeN2O2Ti as an isolated structure from the OMol25 dataset. Energies are from ωB97M-V with the def2-TZVPD basis set.

Values from the calculation:
- Kohn-Sham gap (alpha / beta): 7.20 / 7.21 eV
- ⟨S²⟩: 0.75
- ΔE to the lowest compared entry with this formula, charge and spin: 0.0 kcal/mol

```
! wB97M-V def2-TZVPD RIJCOSX def2/J DEFGRID3
* xyz 1 2
Ti 0.2203 2.8040 -0.7215
Br -2.6349 2.3195 -7.5840
C -1.8281 2.7345 -5.9318
C -0.8833 3.7625 -5.8597
C -0.2888 4.0879 -4.6611
C -0.6075 3.3861 -3.4947
O -0.0500 3.7317 -2.3445
C -1.5578 2.3390 -3.5690
C -1.9884 1.5946 -2.4258
N -1.4481 1.6381 -1.2511
C -2.0027 0.9456 -0.1464
C -2.7090 -0.2238 -0.2002
C -3.2218 -0.7993 0.9834
C -3.0226 -0.2066 2.1962
C -2.2666 0.9864 2.2875
C -1.9781 1.6384 3.5072
C -1.2025 2.7636 3.5103
C -0.6884 3.2371 2.2941
N -0.9412 2.6635 1.1347
C -1.7413 1.5517 1.1139
C -2.1702 2.0405 -4.8024
H -0.6258 4.3089 -6.7570
H 0.4303 4.8925 -4.5965
H -2.8745 0.9742 -2.5632
H -2.8683 -0.7270 -1.1449
H -3.7802 -1.7227 0.9161
H -3.4224 -0.6457 3.1009
H -2.3711 1.2318 4.4308
H -0.9635 3.2854 4.4253
H -0.0440 4.1080 2.2785
H -2.9102 1.2518 -4.8532
C 3.0234 -4.5259 -0.2271
C 3.1143 -3.0478 -0.5776
C 1.8252 -2.5089 -1.1897
C 1.8956 -1.0131 -1.5080
Ge 2.1632 0.0694 0.0869
C 1.0101 -0.4422 1.5770
C 1.5074 -1.5730 2.4748
C 0.5673 -1.8325 3.6472
C 1.0422 -2.9664 4.5446
H 3.9548 -4.8931 0.2025
H 2.8060 -5.1239 -1.1137
H 2.2265 -4.7087 0.4977
H 3.9402 -2.8772 -1.2741
H 3.3643 -2.4781 0.3261
H 0.9930 -2.7041 -0.5029
H 1.6013 -3.0709 -2.1006
H 0.9644 -0.6617 -1.9632
H 2.6925 -0.8047 -2.2249
H 3.6186 0.2994 0.5121
H 0.0309 -0.7027 1.1584
H 0.8680 0.4665 2.1735
H 2.5050 -1.3355 2.8591
H 1.6171 -2.4960 1.8975
H -0.4307 -2.0594 3.2549
H 0.4685 -0.9106 4.2310
H 1.1221 -3.9002 3.9850
H 0.3571 -3.1347 5.3754
H 2.0257 -2.7477 4.9641
O 1.5662 1.7316 -0.3578
*
```

No. 5
Here is a 5-piece molecular cluster, C14H32O5 overall at a distorted geometry from the OMol25 dataset. Energies are from ωB97M-V with the def2-TZVPD basis set.

Values from the calculation:
- Kohn-Sham gap: 10.23 eV
- ΔE to the lowest compared entry with this formula, charge and spin: 0.0 kcal/mol
- SMILES: C1CCOC1.C1CCOC1.C1CCOC1.CO.CO

```
! wB97M-V def2-TZVPD RIJCOSX def2/J DEFGRID3
* xyz 0 1
C 10.0303 7.7076 -37.2894
C 9.7242 7.2156 -35.8762
C 8.6347 6.1510 -36.0880
O 8.7691 5.6562 -37.4073
C 9.6804 6.4681 -38.1305
H 11.0897 7.9190 -37.4291
H 9.4474 8.5829 -37.5756
H 9.4838 7.8642 -35.0390
H 10.6078 6.6305 -35.5857
H 7.6478 6.6222 -35.9733
H 8.6704 5.3477 -35.3522
H 9.3831 6.7840 -39.1327
H 10.5451 5.8212 -38.3350
C 9.8766 12.2790 -36.6602
C 9.8474 12.9197 -38.0248
C 9.4990 11.7450 -38.9388
O 8.6896 10.8558 -38.1732
C 8.7272 11.2634 -36.7819
H 9.7012 12.9917 -35.8581
H 10.7773 11.6916 -36.4614
H 10.7579 13.3923 -38.3937
H 9.0601 13.6808 -38.0074
H 10.4659 11.2628 -39.1415
H 8.9843 11.9964 -39.8633
H 8.8923 10.3786 -36.1713
H 7.7768 11.7574 -36.5807
C 8.8112 8.1105 -43.1174
C 9.0749 7.5093 -41.7354
C 8.6781 8.5940 -40.7096
O 8.4069 9.7552 -41.4957
C 8.0074 9.3830 -42.8131
H 8.3049 7.4440 -43.8094
H 9.7684 8.4613 -43.5015
H 10.1231 7.2451 -41.5922
H 8.4976 6.6133 -41.5012
H 9.4155 8.8669 -39.9571
H 7.7750 8.3169 -40.1499
H 8.2512 10.1487 -43.5447
H 6.9259 9.2315 -42.7095
C 5.7311 8.9871 -37.1674
O 5.8883 10.3783 -37.4232
H 4.8311 8.8449 -36.5797
H 5.6928 8.4694 -38.1323
H 6.5892 8.5279 -36.6614
H 6.6717 10.5366 -37.9695
C 2.5422 12.1611 -37.4340
O 2.8885 10.7933 -37.3960
H 2.7675 12.6379 -38.3943
H 1.4967 12.3313 -37.1620
H 3.0774 12.7385 -36.6637
H 3.7964 10.7648 -37.0713
*
```

No. 6
Here is C54H48MnN7O8S3 as an isolated structure from the OMol25 dataset. Energies are from ωB97M-V with the def2-TZVPD basis set.

Values from the calculation:
- Kohn-Sham gap (alpha / beta): 7.47 / 6.93 eV
- ⟨S²⟩: 0.77
- ΔE to the lowest compared entry with this formula, charge and spin: 0.0 kcal/mol

```
! wB97M-V def2-TZVPD RIJCOSX def2/J DEFGRID3
* xyz 1 2
Mn -0.7440 0.6550 -1.8218
C -3.3983 2.9032 -0.5693
C -3.1273 3.8680 -1.5327
C -3.1286 3.5266 -2.8756
C -3.4052 2.2213 -3.2620
C -3.6665 1.2542 -2.3019
C -3.6688 1.5982 -0.9542
H -3.4400 3.1751 0.4799
H -2.9429 4.8949 -1.2317
H -2.9347 4.2797 -3.6319
H -3.4455 1.9570 -4.3108
H -3.9564 0.2599 -2.6092
H -3.9427 0.8609 -0.2118
N 0.2963 1.4057 -0.3540
S 0.8465 0.9790 0.9211
N -0.2433 0.7315 2.1338
S -0.8894 -0.5516 2.6872
N -1.5676 -1.6292 1.8472
S -1.7983 -1.7459 0.2420
N -1.3298 -0.7214 -0.6366
C -3.5441 -2.0610 0.1502
C -4.0444 -2.1290 -1.1443
C -5.3917 -2.3984 -1.3176
C -6.2099 -2.6034 -0.2110
C -5.6907 -2.5384 1.0749
C -4.3429 -2.2661 1.2657
C -1.1115 -3.3515 -0.1299
C -1.1817 -4.4143 0.7616
C -0.6250 -5.6303 0.3916
C -0.0277 -5.7728 -0.8559
C 0.0045 -4.7070 -1.7475
C -0.5451 -3.4850 -1.3861
C -2.1100 0.1021 3.7923
C -2.4408 1.4485 3.7508
C -3.3511 1.9352 4.6772
C -3.9086 1.0854 5.6235
C -3.5605 -0.2582 5.6525
C -2.6522 -0.7587 4.7357
C 0.2503 -1.4206 3.7181
C 0.7616 -0.7424 4.8181
C 1.6667 -1.3924 5.6381
C 2.0472 -2.6995 5.3516
C 1.5384 -3.3527 4.2386
C 0.6269 -2.7135 3.4112
C 1.8354 2.2625 1.6662
C 3.0247 2.5686 1.0149
C 3.8418 3.5511 1.5502
C 3.4646 4.2193 2.7120
C 2.2669 3.9103 3.3411
C 1.4438 2.9185 2.8219
C 1.9492 -0.4302 1.0086
C 1.8828 -1.3770 0.0015
C 2.7636 -2.4502 0.0308
C 3.7095 -2.5445 1.0429
C 3.7598 -1.5910 2.0547
C 2.8700 -0.5285 2.0504
H -3.3818 -1.9684 -1.9919
H -5.8032 -2.4561 -2.3173
H -7.2614 -2.8180 -0.3533
H -6.3335 -2.7063 1.9301
H -3.9110 -2.2102 2.2580
H -1.6673 -4.2895 1.7233
H -0.6618 -6.4680 1.0783
H 0.4084 -6.7233 -1.1365
H 0.4544 -4.8227 -2.7271
H -0.5468 -2.6354 -2.0620
H -1.9913 2.0855 3.0018
H -3.6185 2.9838 4.6636
H -4.6152 1.4737 6.3465
H -3.9893 -0.9162 6.3975
H -2.3631 -1.8047 4.7505
H 0.4484 0.2772 5.0223
H 2.0716 -0.8878 6.5063
H 2.7385 -3.2138 6.0087
H 1.8478 -4.3661 4.0171
H 0.2195 -3.1996 2.5342
H 3.3036 2.0343 0.1126
H 4.7855 3.7835 1.0711
H 4.1142 4.9786 3.1314
H 1.9791 4.4315 4.2457
H 0.5135 2.6465 3.3037
H 1.1647 -1.2427 -0.7967
H 2.7261 -3.1952 -0.7550
H 4.4283 -3.3558 1.0335
H 4.5051 -1.6619 2.8379
H 2.8986 0.2144 2.8381
O 1.9262 2.6006 -3.6022
C 0.8151 2.9342 -3.1050
O -0.1717 2.2298 -2.8758
C 0.7336 4.4348 -2.7413
N 2.0465 4.9768 -3.2119
C 2.7919 5.5365 -2.0428
C 1.7092 5.8120 -1.0053
C 0.7248 4.6555 -1.2241
H -0.1100 4.9088 -3.2370
H 1.9673 5.6332 -3.9780
H 2.4266 3.9789 -3.5683
H 3.3580 6.4140 -2.3444
H 3.4883 4.7811 -1.6809
H 1.2317 6.7753 -1.1957
H 2.1096 5.8185 0.0090
H -0.2755 4.8712 -0.8551
H 1.0722 3.7556 -0.7222
O -1.3801 -1.8807 -4.9921
C -0.6540 -1.2570 -4.2324
O -1.0643 -0.4209 -3.3563
C 0.8436 -1.5423 -4.2995
C 1.7946 -0.8388 -3.5769
C 3.1300 -1.2032 -3.6606
C 3.5507 -2.2307 -4.4774
C 2.5894 -2.9107 -5.1929
C 1.2495 -2.5893 -5.1173
N 3.0182 -4.0309 -6.0596
O 2.1499 -4.6982 -6.5784
O 4.2109 -4.2140 -6.1890
N 4.1226 -0.5004 -2.8431
O 3.7361 0.4047 -2.1473
O 5.2688 -0.8709 -2.8950
H 1.5351 0.0122 -2.9739
H 4.5949 -2.4907 -4.5638
H 0.5140 -3.1296 -5.6985
*
```